#w
{"formula": "C3H8N2O2", "method": "ωB97M-V with the def2-TZVPD basis set", "total_charge": 0, "homo_ha": -0.3561, "gap_ev": 10.5, "smiles": "O=C1NCCO1.N", "lumo_energy_ev": 0.857, "symbols": ["O", "C", "N", "C", "C", "O", "H", "H", "H", "H", "H", "N", "H", "H", "H"], "coordinates": [[0.014, 2.098, 0.065], [-0.519, 1.015, -0.020], [-0.030, -0.116, -0.606], [-0.904, -1.251, -0.426], [-2.038, -0.631, 0.422], [-1.759, 0.766, 0.484], [0.988, -0.177, -0.680], [-0.406, -2.075, 0.097], [-1.274, -1.632, -1.385], [-2.052, -1.028, 1.442], [-3.025, -0.765, -0.024], [2.633, 0.726, 0.022], [2.179, 1.609, -0.211], [3.618, 0.801, -0.214], [2.575, 0.660, 1.035]], "lowdin_charge": [0.076, -0.569, 0.078, -0.141, -0.132, 0.027, 0.097, 0.117, 0.113, 0.121, 0.121, 0.017, 0.015, 0.025, 0.034]}

***

#x
{"formula": "C3H8N2O2", "method": "ωB97M-V with the def2-TZVPD basis set", "total_charge": 0, "homo_ha": -0.3248, "gap_ev": 9.0, "lumo_energy_ev": 0.209, "symbols": ["C", "C", "C", "H", "H", "H", "H", "H", "H", "H", "H", "N", "N", "O", "O"], "coordinates": [[1.745, -0.069, 0.526], [0.561, -0.128, -0.453], [-0.530, 0.697, -0.145], [2.546, -0.702, 0.304], [1.334, -0.409, 1.552], [2.180, 0.969, 0.520], [1.150, -0.042, -1.455], [-0.369, -1.697, -1.344], [0.007, 2.440, -0.821], [-2.081, 0.921, 1.120], [-1.976, -1.871, 0.238], [-0.798, 1.994, -0.297], [-1.561, 0.120, 0.597], [0.159, -1.401, -0.281], [-2.368, -0.823, -0.060]], "lowdin_charge": [-0.032, -0.517, -0.414, 0.051, 0.123, 0.098, 0.180, 0.272, 0.060, 0.171, 0.215, 0.135, -0.092, -0.121, -0.130]}

***

#y
{"formula": "C3H8N2O2", "method": "ωB97M-V with the def2-TZVPD basis set", "total_charge": 0, "homo_ha": -0.3448, "gap_ev": 5.6, "lumo_energy_ev": -3.757, "symbols": ["N", "C", "C", "O", "C", "N", "O", "H", "H", "H", "H", "H", "H", "H", "H"], "coordinates": [[0.680, -1.499, -0.078], [0.262, -0.171, -0.635], [-1.272, -0.159, -0.758], [-1.719, -0.563, 0.499], [0.895, 1.065, 0.213], [0.547, 0.657, 1.587], [0.690, 2.268, -0.217], [0.583, 1.496, 2.157], [-0.135, -1.642, 0.577], [0.645, -0.013, -1.703], [-1.546, -0.894, -1.594], [-1.718, 0.804, -1.069], [0.630, -2.307, -0.713], [-0.483, 0.307, 1.577], [1.943, 0.651, 0.155]], "lowdin_charge": [0.072, -0.253, -0.279, -0.189, -0.524, 0.136, 0.017, 0.093, 0.078, 0.159, 0.157, 0.122, 0.104, 0.108, 0.198]}

***

Which one sits at the bottom of the stability order? #y does.

***

#w
{"formula": "C3H8N2O2", "method": "ωB97M-V with the def2-TZVPD basis set", "total_charge": 0, "homo_ha": -0.3610, "gap_ev": 10.5, "smiles": "NC(=O)NCCO", "lumo_energy_ev": 0.718, "symbols": ["N", "C", "O", "N", "C", "C", "O", "H", "H", "H", "H", "H", "H", "H", "H"], "coordinates": [[-1.263, -1.389, 1.737], [-0.314, -0.947, 0.835], [0.884, -1.012, 1.091], [-0.848, -0.415, -0.317], [-0.037, 0.306, -1.293], [0.876, 1.366, -0.656], [2.151, 0.888, -0.334], [-0.867, -1.555, 2.653], [-2.132, -0.873, 1.748], [-1.662, -0.894, -0.681], [-0.752, 0.801, -1.961], [0.587, -0.366, -1.897], [0.349, 1.801, 0.214], [1.027, 2.177, -1.378], [2.000, 0.112, 0.239]], "lowdin_charge": [0.144, -0.584, 0.046, 0.040, -0.161, -0.272, -0.080, 0.105, 0.097, 0.136, 0.117, 0.127, 0.123, 0.115, 0.047]}

***

#x
{"formula": "C3H8N2O2", "method": "ωB97M-V with the def2-TZVPD basis set", "total_charge": 0, "homo_ha": -0.2932, "gap_ev": 5.0, "lumo_energy_ev": -2.956, "symbols": ["C", "N", "C", "O", "O", "C", "N", "H", "H", "H", "H", "H", "H", "H", "H"], "coordinates": [[2.556, 1.053, 0.835], [2.824, 0.527, 2.148], [-4.252, -1.284, -0.343], [-5.178, -1.070, -1.513], [-3.795, -0.623, 0.543], [1.972, 0.272, -0.372], [1.763, 0.947, -1.649], [3.664, 1.098, 0.849], [2.103, 2.048, 0.897], [2.023, 0.106, 2.645], [-4.053, -2.384, -0.336], [2.434, -0.696, -0.461], [0.898, 0.275, -0.422], [2.536, 0.710, -2.272], [-5.494, -0.979, -0.550]], "lowdin_charge": [-0.307, 0.033, -0.331, 0.002, 0.117, -0.280, 0.075, 0.095, 0.128, 0.024, 0.149, 0.111, 0.098, 0.023, 0.062]}

***

#y
{"formula": "C3H8N2O2", "method": "ωB97M-V with the def2-TZVPD basis set", "total_charge": 0, "homo_ha": -0.3616, "gap_ev": 10.7, "smiles": "O=C1NCCO1.N", "lumo_energy_ev": 0.846, "symbols": ["O", "C", "N", "C", "C", "O", "H", "H", "H", "H", "H", "N", "H", "H", "H"], "coordinates": [[-2.044, -0.720, -0.395], [-0.843, -0.749, -0.333], [0.071, -0.069, -1.139], [1.389, -0.614, -0.847], [1.207, -1.166, 0.564], [-0.183, -1.499, 0.596], [-0.060, 0.935, -1.022], [2.183, 0.127, -0.939], [1.590, -1.429, -1.551], [1.418, -0.410, 1.331], [1.776, -2.072, 0.778], [-1.412, 1.875, 0.563], [-2.235, 1.331, 0.312], [-1.673, 2.853, 0.567], [-1.183, 1.608, 1.516]], "lowdin_charge": [0.091, -0.580, 0.071, -0.158, -0.146, 0.023, 0.111, 0.122, 0.118, 0.124, 0.123, 0.032, 0.017, 0.022, 0.032]}

***

Which one sits at the bottom of the stability order? #x does.

***

#w
{"formula": "C3H8N2O2", "method": "ωB97M-V with the def2-TZVPD basis set", "total_charge": 0, "homo_ha": [-0.2896, -0.3214], "gap_ev": [7.4, 8.9], "lumo_energy_ev": [-0.476, 0.179], "symbols": ["C", "C", "C", "N", "O", "O", "N", "H", "H", "H", "H", "H", "H", "H", "H"], "coordinates": [[0.149, -0.642, 0.774], [1.595, -0.669, 1.062], [-0.555, 0.194, -0.155], [-1.957, 0.024, -0.254], [-0.516, 0.069, -2.420], [-0.364, 1.628, 0.727], [0.260, 0.006, -1.242], [0.137, -0.100, -3.109], [0.527, 1.941, 0.514], [-0.482, -1.256, 1.410], [-2.424, 0.639, 0.399], [-2.257, 0.229, -1.199], [1.773, -0.218, 2.045], [1.942, -1.705, 1.140], [2.173, -0.139, 0.309]], "lowdin_charge": [-0.011, -0.090, -0.621, 0.123, -0.039, -0.114, 0.077, 0.099, 0.037, 0.121, 0.092, 0.076, 0.092, 0.084, 0.074]}

***

#x
{"formula": "C3H8N2O2", "method": "ωB97M-V with the def2-TZVPD basis set", "total_charge": 0, "homo_ha": -0.3259, "gap_ev": 8.8, "lumo_energy_ev": -0.092, "symbols": ["C", "C", "N", "C", "N", "H", "H", "H", "H", "H", "H", "O", "H", "H", "O"], "coordinates": [[2.078, -0.051, 0.141], [1.530, 0.702, 1.063], [0.281, 1.230, 0.397], [0.564, 0.610, -0.846], [1.243, -0.505, -0.949], [3.136, -0.212, 0.006], [2.126, 1.439, 1.567], [-0.517, 0.700, 0.777], [0.617, 1.266, -1.737], [-2.758, -0.273, -0.170], [-3.952, 0.611, 0.277], [-3.009, 0.471, 0.393], [-0.790, -2.845, -0.304], [-0.165, -1.490, -0.470], [-1.011, -1.908, -0.249]], "lowdin_charge": [-0.175, -0.108, 0.051, -0.209, 0.057, 0.113, 0.097, 0.101, 0.147, 0.010, 0.034, -0.065, 0.046, -0.033, -0.066]}

***

#y
{"formula": "C3H8N2O2", "method": "ωB97M-V with the def2-TZVPD basis set", "total_charge": 0, "homo_ha": -0.3554, "gap_ev": 10.4, "smiles": "NC(=O)NCCO", "lumo_energy_ev": 0.723, "symbols": ["N", "C", "O", "N", "C", "C", "O", "H", "H", "H", "H", "H", "H", "H", "H"], "coordinates": [[2.059, 0.498, -1.197], [0.710, 0.515, -0.914], [0.042, 1.543, -0.998], [0.161, -0.701, -0.596], [-1.118, -0.737, 0.094], [-1.011, -0.267, 1.544], [-0.426, 1.006, 1.666], [2.458, 1.425, -1.219], [2.635, -0.192, -0.738], [0.785, -1.479, -0.444], [-1.507, -1.761, 0.055], [-1.812, -0.099, -0.461], [-0.377, -0.966, 2.108], [-2.013, -0.297, 1.999], [-0.572, 1.495, 0.837]], "lowdin_charge": [0.155, -0.606, 0.024, 0.057, -0.172, -0.262, -0.069, 0.106, 0.095, 0.134, 0.122, 0.125, 0.116, 0.114, 0.060]}

***

Which one sits at the bottom of the stability order? #w does.

***

#w
{"formula": "C2H7NO3", "method": "ωB97M-V with the def2-TZVPD basis set", "total_charge": 0, "homo_ha": -0.3816, "gap_ev": 11.2, "smiles": "O=CNCO.O", "lumo_energy_ev": 0.810, "symbols": ["O", "C", "N", "C", "O", "H", "H", "H", "H", "H", "O", "H", "H"], "coordinates": [[0.985, 0.983, 0.995], [1.435, 0.044, 0.388], [1.122, -0.226, -0.915], [-0.207, 0.127, -1.418], [-1.144, -0.852, -1.089], [2.184, -0.706, 0.712], [1.327, -1.151, -1.282], [-0.160, 0.406, -2.466], [-0.485, 1.035, -0.859], [-1.643, -0.631, -0.297], [-1.523, -0.009, 1.688], [-0.823, 0.647, 1.663], [-2.038, 0.168, 2.477]], "lowdin_charge": [0.014, -0.342, 0.047, -0.268, -0.034, 0.139, 0.131, 0.122, 0.123, 0.056, -0.045, 0.007, 0.050]}

***

#x
{"formula": "C2H7NO3", "method": "ωB97M-V with the def2-TZVPD basis set", "total_charge": 0, "homo_ha": -0.3513, "gap_ev": 10.0, "smiles": "CNC(=O)O.O", "lumo_energy_ev": 0.415, "symbols": ["C", "N", "C", "O", "O", "H", "H", "H", "H", "H", "O", "H", "H"], "coordinates": [[-1.409, -1.355, 0.956], [-0.009, -1.327, 0.632], [0.656, -0.571, -0.304], [1.832, -0.704, -0.483], [-0.195, 0.276, -0.926], [-1.792, -0.415, 1.379], [-2.145, -1.565, 0.175], [-1.544, -2.076, 1.763], [0.522, -2.038, 1.071], [0.250, 1.142, -0.983], [1.601, 2.660, -1.009], [1.365, 3.091, -1.845], [0.868, 2.882, -0.428]], "lowdin_charge": [-0.102, 0.021, -0.620, 0.100, 0.091, 0.080, 0.082, 0.082, 0.123, 0.074, -0.037, 0.063, 0.043]}

***

#y
{"formula": "C2H7NO3", "method": "ωB97M-V with the def2-TZVPD basis set", "total_charge": 0, "homo_ha": [-0.3507, -0.3507], "gap_ev": [9.6, 9.6], "lumo_energy_ev": [0.052, 0.052], "symbols": ["C", "O", "N", "O", "H", "H", "H", "C", "O", "H", "H", "H", "H"], "coordinates": [[1.858, 0.408, -0.607], [0.538, 0.995, -0.586], [0.102, 1.084, 0.685], [-1.029, 1.785, 0.659], [2.547, 1.010, -0.015], [1.813, -0.607, -0.213], [2.152, 0.414, -1.653], [-1.290, -1.246, 0.079], [-0.978, -0.395, 1.147], [-1.541, 0.980, 1.174], [-1.170, -0.736, -0.891], [-2.341, -1.549, 0.141], [-0.662, -2.144, 0.081]], "lowdin_charge": [-0.029, -0.122, -0.027, -0.043, 0.090, 0.090, 0.093, -0.182, -0.240, 0.135, 0.078, 0.084, 0.074]}

***

#z
{"formula": "C2H7NO3", "method": "ωB97M-V with the def2-TZVPD basis set", "total_charge": 0, "homo_ha": -0.3719, "gap_ev": 10.8, "smiles": "O=CNCO.O", "lumo_energy_ev": 0.690, "symbols": ["O", "C", "N", "C", "O", "H", "H", "H", "H", "H", "O", "H", "H"], "coordinates": [[-2.311, -0.865, 0.472], [-1.823, 0.219, 0.670], [-0.504, 0.543, 0.674], [0.653, -0.278, 0.990], [1.769, 0.325, 0.371], [-2.475, 1.098, 0.798], [-0.319, 1.505, 0.445], [0.843, -0.248, 2.062], [0.474, -1.262, 0.578], [2.156, -0.234, -0.314], [0.807, -0.484, -2.203], [0.520, 0.196, -1.584], [0.209, -0.514, -2.960]], "lowdin_charge": [0.034, -0.374, 0.024, -0.237, -0.052, 0.128, 0.130, 0.127, 0.129, 0.082, -0.053, 0.010, 0.051]}

***

Which one sits at the bottom of the stability order? #y does.